(1)
ORCA calculation (ωB97M-V with the def2-TZVPD basis set) on one molecule with the formula C6H12O.

Last column: natural (NBO) charge in e.
Positions of all 19 atoms, in Å:
H 1.7357 1.4626 -0.7778  0.206
H -2.4130 1.3634 -0.5245  0.184
O -1.8435 1.0443 1.4275  -0.704
H -1.8264 -1.4150 0.6508  0.218
H 1.8004 -0.9954 -1.4769  0.202
H 2.4517 -1.4351 0.1091  0.208
H -0.4795 0.2632 -1.6097  0.216
C 0.6799 -0.1693 0.1908  -0.225
C 1.5239 -1.2726 -0.4513  -0.598
H 0.8546 1.9583 0.6724  0.207
H 0.4506 -0.4829 1.2215  0.190
C 1.4559 1.1514 0.2364  -0.607
C -0.6282 0.0175 -0.5561  -0.248
H 0.9759 -2.2196 -0.4942  0.214
H -0.9493 0.9900 1.7820  0.469
H -2.4779 -1.1886 -1.0515  0.218
H 2.3785 1.0568 0.8199  0.210
C -1.8614 -0.7978 -0.2449  -0.451
C -1.8277 0.6690 0.0765  0.089

Cartesian forces, eV/Å:
H -0.06 -0.05 0.13
H 0.12 -0.20 0.07
O 0.21 0.01 0.09
H 0.08 -0.02 -0.21
H -0.07 -0.03 0.15
H -0.14 0.02 -0.07
H -0.06 -0.02 0.19
C -0.07 0.02 0.06
C 0.01 -0.04 -0.02
H 0.10 -0.11 -0.06
H 0.04 0.03 -0.12
C 0.03 0.06 0.01
C 0.09 0.08 -0.03
H 0.07 0.13 0.02
H -0.08 0.06 -0.03
H 0.12 0.15 0.15
H -0.13 -0.01 -0.07
C -0.13 -0.11 0.04
C -0.11 0.01 -0.29

Its total charge is 0. The calculation puts the HOMO energy at -9.5 eV. For the strongest force on any atom, the calculation gives 0.307 eV/A. For the gap between HOMO and LUMO, the calculation gives 0.3887 hartree. For the LUMO energy, the calculation gives 1.0 eV. For the energy above the lowest of the compared OMol25 structures with the same formula, charge and spin, the calculation gives 114.4 kJ/mol.

(2)
ORCA calculation (ωB97M-V with the def2-TZVPD basis set) on C16H14LiO10 as an isolated structure.

Last column: natural (NBO) charge in e.
Positions of all 41 atoms, in Å:
O 0.9842 1.3294 -1.5854  -0.541
C -0.2526 1.9137 -1.9929  -0.086
O 1.2075 0.5171 1.1605  -0.734
C -2.2924 0.0752 0.4987  -0.244
O 0.2955 -1.3980 -2.3771  -0.762
Li 0.4790 -0.2997 -0.5806  0.859
C -0.9098 -5.2158 -1.1459  0.393
H -1.8464 0.5566 1.3740  0.208
H 1.7862 3.0544 0.9500  0.181
O 1.8220 4.8269 2.7777  -0.720
O -1.4451 0.3133 -0.6011  -0.554
C 0.5921 0.8351 3.4813  0.433
C -1.2624 1.6791 -0.8636  -0.087
C -0.3222 -3.5921 -2.9706  -0.541
H -3.2887 0.5069 0.3011  0.129
H 0.4134 1.4062 5.5700  0.184
O -1.1807 -6.3889 -0.7350  -0.714
C -0.7323 -4.8740 -2.6232  0.407
C 1.4031 3.6516 2.9937  0.425
H -0.5942 1.3365 -2.8600  0.183
H 2.8894 0.9910 -2.2747  0.197
H -2.2282 2.1649 -1.0880  0.147
H -0.1950 2.9639 -2.2835  0.168
C -0.6716 -4.2388 -0.1776  -0.543
C 1.4278 2.7461 1.9247  -0.569
H 2.2772 2.5462 -2.6036  0.158
O 0.0907 -2.0502 0.3172  -0.699
C -0.2683 -2.9055 -0.5097  0.421
C 1.0580 3.0891 4.3901  0.371
O -0.9837 -5.7332 -3.5093  -0.700
H -0.2895 -3.3349 -4.0245  0.177
O 0.9433 3.9135 5.3619  -0.749
H -0.7231 -4.4999 0.8688  0.200
H -2.5175 -0.9706 0.6878  0.218
C 1.9696 1.4937 -2.5799  -0.250
O 0.0356 -0.2530 3.5419  -0.654
H -1.0131 2.2131 0.0652  0.208
C -0.1361 -2.5203 -2.0470  0.426
C 0.7185 1.7638 4.5965  -0.556
H 1.6165 1.0440 -3.5109  0.180
C 1.1433 1.3434 2.0832  0.430

Cartesian forces, eV/Å:
O -0.14 1.03 -0.35
C -0.53 -1.62 0.60
O 0.08 -0.32 -0.36
C -0.59 0.80 0.42
O -0.13 0.82 0.55
Li 0.20 -0.69 0.71
C -0.02 -1.82 1.99
H -0.16 -0.30 0.23
H 0.01 0.18 -0.02
O -0.84 -0.50 1.21
O 0.19 -0.41 -0.81
C 0.38 1.59 0.66
C -0.51 1.15 0.60
C -0.07 2.03 0.61
H 0.12 0.35 -0.03
H -0.10 0.20 0.12
O 0.02 0.69 -1.43
C -0.75 -1.16 -1.26
C 1.68 0.63 -1.19
H -0.11 0.06 -0.17
H -0.30 -0.38 0.17
H -0.07 -0.23 -0.63
H 0.27 0.20 0.32
C 0.27 2.13 -0.76
C -0.63 -2.19 0.27
H -0.38 0.13 -0.62
O -0.13 0.34 -0.39
C 0.08 -0.82 -0.36
C -1.07 1.97 2.16
O 0.14 0.12 0.78
H 0.17 -0.12 -0.07
O 0.60 -0.16 -1.00
H -0.01 -0.08 0.07
H 0.89 -0.21 -0.28
C 0.36 -0.18 0.71
O -0.09 -0.55 -0.07
H 0.76 -0.19 -0.04
C 0.49 -2.32 -0.20
C 0.31 -1.70 -2.09
H 0.14 0.35 -0.25
C -0.53 1.18 0.20

Its total charge is -3. The calculation puts the HOMO energy at 1.4 eV. For the strongest force on any atom, the calculation gives 3.117 eV/A. For the gap between HOMO and LUMO, the calculation gives 0.1719 hartree. For the LUMO energy, the calculation gives 6.0 eV. For the energy above the lowest of the compared OMol25 structures with the same formula, charge and spin, the calculation gives 0.0 kJ/mol.

(3)
ORCA calculation (ωB97M-V with the def2-TZVPD basis set) on one molecule with the formula C3H4N4O.

Last column: natural (NBO) charge in e.
Positions of all 12 atoms, in Å:
O -1.6535 0.9719 0.6189  -0.602
H 2.4009 -1.8227 -0.1744  0.221
H -1.9412 0.0806 -1.6846  0.381
N -0.0865 0.2487 -0.7028  -0.231
C -0.5309 0.5433 0.5814  0.667
C 1.5217 -1.1358 0.0926  -0.147
C 0.7632 -0.7624 -1.0150  0.110
N 0.2112 0.1459 1.6312  -0.238
H 1.0056 -1.0185 -2.0452  0.242
N 1.2126 -0.6575 1.3031  -0.134
N -1.0099 0.5031 -1.8168  -0.632
H -1.0532 1.4337 -1.9037  0.361

Cartesian forces, eV/Å:
O -0.88 1.23 1.11
H -1.33 0.98 1.49
H 0.79 0.48 0.60
N -1.07 -1.91 -4.16
C -2.11 -0.47 -0.98
C 0.11 -0.85 -2.45
C 1.43 1.76 2.35
N 2.82 -1.59 -0.62
H -0.61 0.04 0.25
N 0.20 0.26 1.88
N 1.31 -4.18 0.89
H -0.65 4.23 -0.35

Its total charge is 0. The calculation puts the HOMO energy at -9.6 eV. For the strongest force on any atom, the calculation gives 4.699 eV/A. For the gap between HOMO and LUMO, the calculation gives 0.3151 hartree. For the LUMO energy, the calculation gives -1.0 eV. For the energy above the lowest of the compared OMol25 structures with the same formula, charge and spin, the calculation gives 342.8 kJ/mol.